No. 1
Entry from the Open Molecules 2025 dataset: a structure of composition C18H36FO6S (wB97M-V/def2-TZVPD).

As for the net charge: -1. The HOMO-LUMO gap comes out at 6.6 eV.

Element x y z (Å)
C1 5.37 -1.40 3.56
O1 5.78 -1.86 2.29
C2 5.03 -1.30 1.22
C3 5.28 -2.11 -0.04
C4 4.21 -1.80 -1.10
C5 4.48 -0.46 -1.82
C6 3.25 0.42 -2.06
C7 2.04 -0.28 -2.70
C8 0.96 -0.85 -1.77
C9 0.32 0.18 -0.83
C10 0.92 0.21 0.57
C11 0.18 1.09 1.62
C12 -1.00 1.94 1.14
C13 -2.34 1.17 1.19
C14 -3.41 1.54 0.18
C15 -4.70 0.75 0.49
C16 -4.88 -0.54 -0.33
C17 -5.64 -1.59 0.47
O2 -6.67 -1.00 1.21
C18 -2.96 1.48 -1.28
O3 -3.74 2.49 -1.95
S1 -3.58 3.77 -1.00
O4 -2.26 4.30 -1.12
O5 -4.68 4.64 -1.20
O6 -3.71 2.98 0.35
H1 4.78 -0.49 3.49
H2 4.78 -2.16 4.06
H3 6.25 -1.17 4.16
H4 5.37 -0.27 1.07
H5 3.97 -1.31 1.48
H6 5.17 -3.16 0.24
H7 6.27 -1.92 -0.44
H8 4.20 -2.60 -1.84
H9 3.25 -1.80 -0.60
H10 4.94 -0.67 -2.79
H11 5.20 0.10 -1.22
H12 2.98 0.93 -1.13
H13 3.55 1.21 -2.75
H14 2.41 -1.05 -3.38
H15 1.54 0.46 -3.33
H16 1.30 -1.69 -1.17
H17 0.17 -1.24 -2.42
H18 -0.73 -0.10 -0.71
H19 0.30 1.17 -1.29
H20 0.92 -0.82 0.93
H21 1.97 0.51 0.56
H22 -0.17 0.43 2.42
H23 0.90 1.76 2.09
H24 -1.08 2.77 1.84
H25 -0.82 2.40 0.17
H26 -2.16 0.09 1.15
H27 -2.78 1.35 2.17
H28 -4.68 0.46 1.54
H29 -5.55 1.41 0.38
H30 -3.91 -0.97 -0.59
H31 -5.44 -0.30 -1.23
H32 -6.08 -2.35 -0.18
H33 -4.93 -2.11 1.14
H34 -7.21 -1.77 1.50
H35 -3.04 0.51 -1.75
H36 -1.91 1.77 -1.37
F1 -7.96 -3.15 0.69

No. 2
Entry from the Open Molecules 2025 dataset: an isolated molecule of C18H36N2O2 (wB97M-V/def2-TZVPD).

The SMILES is CCCC(C)(C)NC(=O)CCCCC(=O)NC(C)(C)CCC. The energy above the lowest of the compared OMol25 structures with the same formula, charge and spin is 3.6 kcal/mol. As for the net charge: 0. The HOMO-LUMO gap comes out at 10.1 eV.

Element x y z (Å)
C1 4.25 -1.48 5.06
C2 3.35 -0.81 4.02
C3 3.83 -1.02 2.58
H1 4.89 -1.25 2.58
H2 3.69 -0.09 2.02
C4 3.09 -2.12 1.80
N1 1.66 -1.80 1.74
C5 1.11 -0.70 1.20
O1 1.75 0.22 0.72
C6 -0.41 -0.68 1.25
C7 -1.04 -1.76 0.36
C8 -0.42 -1.85 -1.04
C9 -0.33 -0.50 -1.76
C10 -1.67 0.21 -1.77
O2 -2.70 -0.34 -2.11
N2 -1.61 1.49 -1.35
H3 -0.71 1.86 -1.09
C11 -2.74 2.41 -1.24
C12 -3.75 1.83 -0.24
H4 -3.29 1.69 0.73
H5 -4.60 2.50 -0.13
H6 -4.11 0.87 -0.60
C13 -2.20 3.74 -0.70
H7 -1.41 4.12 -1.34
H8 -3.00 4.47 -0.66
H9 -1.80 3.61 0.30
C14 -3.42 2.58 -2.61
C15 -2.50 3.12 -3.70
C16 -3.19 3.07 -5.06
H10 -2.54 3.46 -5.84
H11 -4.11 3.66 -5.05
H12 -3.45 2.04 -5.32
H13 -1.59 2.53 -3.74
H14 -2.23 4.16 -3.49
H15 -4.28 3.24 -2.49
H16 -3.78 1.60 -2.91
H17 0.44 0.12 -1.29
H18 -0.03 -0.67 -2.80
H19 0.58 -2.28 -0.98
H20 -1.04 -2.52 -1.64
H21 -0.94 -2.74 0.83
H22 -2.10 -1.55 0.26
H23 -0.74 -0.83 2.28
H24 -0.74 0.30 0.92
H25 1.03 -2.51 2.09
C17 3.64 -2.18 0.37
H26 3.50 -1.22 -0.12
H27 3.13 -2.95 -0.20
H28 4.70 -2.42 0.39
C18 3.22 -3.49 2.46
H29 2.76 -3.49 3.45
H30 4.27 -3.75 2.57
H31 2.74 -4.25 1.85
H32 3.33 0.26 4.24
H33 2.33 -1.18 4.13
H34 5.25 -1.07 5.00
H35 3.86 -1.30 6.06
H36 4.30 -2.55 4.90

No. 3
Entry from the Open Molecules 2025 dataset: a structure of composition C18H36N2O4PbS4Si2Te (wB97M-V/def2-TZVPD).

The energy above the lowest of the compared OMol25 structures with the same formula, charge and spin is 0.0 kcal/mol. As for the net charge: 0. The HOMO-LUMO gap comes out at 6.7 eV.

Element x y z (Å)
Pb1 -2.36 -1.17 1.16
S1 0.57 0.04 1.75
C1 0.26 1.77 1.62
C2 1.32 2.66 1.48
C3 1.11 4.02 1.46
C4 -0.19 4.50 1.59
C5 -1.24 3.63 1.76
C6 -1.06 2.24 1.81
S2 -2.47 1.29 2.26
H1 2.33 2.26 1.42
H2 1.95 4.70 1.36
H3 -0.37 5.57 1.57
H4 -2.25 4.01 1.90
N1 -1.26 -2.45 3.17
N2 -0.09 -3.19 2.94
C7 0.43 -3.37 1.65
O1 1.35 -4.17 1.52
O2 -0.11 -2.65 0.73
H5 -1.09 -1.79 3.93
H6 -2.05 -3.03 3.43
H7 0.11 -3.95 3.57
C8 2.14 -1.87 -3.78
Si1 0.48 -2.37 -3.08
C9 0.59 -4.02 -2.24
C10 -0.83 -2.34 -4.41
C11 -0.06 -1.08 -1.78
Te1 1.43 -0.90 -0.30
C12 2.20 0.88 -1.19
Si2 4.04 1.24 -0.90
C13 5.01 0.55 -2.34
C14 4.29 3.09 -0.83
C15 4.61 0.41 0.68
H8 2.45 -2.57 -4.55
H9 2.92 -1.89 -3.01
H10 2.13 -0.87 -4.22
H11 0.70 -4.82 -2.98
H12 -0.30 -4.22 -1.64
H13 1.44 -4.08 -1.56
H14 -0.59 -3.04 -5.21
H15 -0.93 -1.34 -4.86
H16 -1.81 -2.61 -4.00
H17 -0.94 -1.50 -1.30
H18 -0.28 -0.09 -2.18
H19 1.56 1.71 -0.88
H20 2.02 0.72 -2.26
H21 4.66 0.98 -3.29
H22 4.93 -0.53 -2.42
H23 6.07 0.80 -2.24
H24 4.26 3.52 -1.84
H25 5.26 3.34 -0.39
H26 3.51 3.59 -0.25
H27 4.55 -0.68 0.59
H28 4.02 0.70 1.55
H29 5.65 0.67 0.88
C16 -4.44 1.09 -0.99
O3 -4.35 -0.28 -0.58
H30 -3.68 1.25 -1.75
H31 -4.25 1.76 -0.15
H32 -5.42 1.31 -1.42
H33 -5.09 -0.45 0.03
C17 -5.34 1.15 4.43
O4 -4.90 -0.13 3.97
C18 -5.31 -0.56 2.78
S3 -6.30 0.31 1.79
S4 -4.62 -2.11 2.36
H34 -4.86 1.29 5.39
H35 -6.43 1.15 4.54
H36 -5.05 1.92 3.73

no.,LUMO level (eV),F_max (eV Å⁻¹)
1,2.070,1.162
2,0.713,0.795
3,-0.910,0.445